# 1
The following is a DFT calculation (wB97M-V/def2-TZVPD) of a structure of composition C38H31Cl3CsF5N3OSSbSe in a non-equilibrium geometry.

Geometry as ORCA input:
```
! RIJCOSX wB97M-V def2-TZVPD def2/J DEFGRID3
* xyz -2 1
Cs 0.0676 0.9383 -0.1135
C -2.3807 4.4388 5.8147
C -2.7126 3.0095 5.3612
C -3.6566 2.3600 6.3811
C -1.4148 2.2033 5.3311
C -3.3891 3.0610 3.9878
C -4.6253 3.7174 3.8511
C -5.2711 3.8156 2.6307
C -4.6722 3.2449 1.5120
S -5.1942 3.1916 -0.1354
C -3.7131 2.2809 -0.5693
N -2.9415 2.0626 0.4463
C -3.4443 2.5876 1.6205
C -2.8092 2.4996 2.8616
C -3.4901 1.8364 -1.9610
C -4.5309 2.0285 -2.8882
C -4.3956 1.5734 -4.1846
C -3.2173 0.9128 -4.5372
C -2.2038 0.7489 -3.6013
C -2.2595 1.2101 -2.2665
H -1.9036 4.4238 6.7997
H -3.2796 5.0565 5.8785
H -1.6958 4.9113 5.1072
H -3.1786 2.3213 7.3645
H -3.9024 1.3391 6.0781
H -4.5916 2.9157 6.4803
H -0.9692 2.1858 6.3286
H -0.6823 2.6356 4.6464
H -1.5909 1.1689 5.0279
H -5.0914 4.1715 4.7184
H -6.2202 4.3329 2.5494
H -1.8522 1.9931 2.9016
H -5.4579 2.5204 -2.5973
H -5.1911 1.7208 -4.9067
H -3.1043 0.5263 -5.5472
H -1.3075 0.2249 -3.9358
Cl 6.5921 3.6221 -2.1971
C 5.1634 3.2340 -1.2553
C 4.7654 1.9159 -1.1200
C 3.6359 1.6217 -0.3812
Cl 3.1354 -0.0474 -0.2446
C 2.8352 2.6036 0.2848
O 1.8055 2.3178 0.9665
C 3.3166 3.9340 0.0820
Cl 2.4193 5.2270 0.8375
C 4.4373 4.2496 -0.6578
H 5.3299 1.1204 -1.5880
H 4.7386 5.2823 -0.7665
N -4.7813 -5.7748 2.3193
C -4.0321 -4.9082 2.2384
C -3.0910 -3.8095 2.1706
C -1.9513 -3.8929 1.3881
C -1.0821 -2.8106 1.3871
N -1.2960 -1.7032 2.1000
C -2.4034 -1.6308 2.8351
C -3.3309 -2.6554 2.9081
H -1.7293 -4.7684 0.7912
H -0.1785 -2.8548 0.7843
H -2.5617 -0.7071 3.3837
H -4.2197 -2.5619 3.5164
C 1.2910 -0.0478 4.9571
Sb 1.6905 -0.1602 2.8164
C 3.7502 0.4151 3.1158
C 2.0992 -2.2791 2.9411
H 2.0263 -0.6489 5.4964
H 0.2885 -0.4154 5.1884
H 1.3657 0.9914 5.2858
H 3.9650 0.4365 4.1860
H 3.9304 1.4030 2.6885
H 4.4063 -0.3053 2.6265
H 2.9198 -2.4693 3.6359
H 2.3583 -2.6869 1.9615
H 1.2011 -2.7874 3.2987
F 1.2387 -7.7560 -5.4125
C 1.3450 -6.9742 -4.3201
C 2.4842 -6.2321 -4.0936
F 3.4939 -6.2949 -4.9843
C 2.5862 -5.4368 -2.9674
F 3.7308 -4.7528 -2.8260
C 1.5754 -5.3313 -2.0080
Se 1.7311 -4.2599 -0.4684
C 0.4402 -6.1002 -2.2839
F -0.6079 -6.0946 -1.4424
C 0.3180 -6.9022 -3.4027
F -0.7995 -7.6249 -3.6128
*
```

Summary:
DFT total energy: -6646.0927 Eh
E_LUMO: 0.1252 hartree
maximum force: 0.0528 Eh/bohr



# 2
The following is a DFT calculation (wB97M-V/def2-TZVPD) of the molecule C11H21N3O4 in a non-equilibrium geometry.

Geometry as ORCA input:
```
! RIJCOSX wB97M-V def2-TZVPD def2/J DEFGRID3
* xyz 0 1
C 3.0510 -1.4450 1.2497
C 3.1316 -1.3664 -0.4140
C 2.1569 -2.3176 -1.1139
C 3.2136 0.1158 -1.0333
C 2.0921 1.0295 -0.3109
N 0.6896 0.7108 -0.4958
C -0.0924 0.4094 0.5567
O 0.2570 0.3187 1.7089
C -1.4943 -0.0912 0.0622
N -1.7033 -1.2429 -0.7354
C -2.4837 -0.2229 1.3136
C -4.0134 0.0803 1.0739
C -4.3706 0.7409 -0.3871
N -5.7374 1.2877 -0.3523
O -3.7605 0.7056 -1.4241
C 2.5290 2.4417 -0.0035
O 3.3567 2.5913 0.9204
O 2.2065 3.4772 -0.7625
H 2.1356 -0.9748 1.7018
H 3.5861 -0.5770 1.7968
H 3.2349 -2.4625 1.7880
H 4.1847 -1.7362 -0.6817
H 2.4411 -3.3189 -0.9025
H 1.9614 -2.0500 -2.0931
H 1.1824 -2.0629 -0.8362
H 4.1285 0.5465 -0.8369
H 3.0712 0.0436 -2.0697
H 2.3576 0.6363 0.7342
H 0.4695 0.6155 -1.4738
H -1.8013 0.7906 -0.5507
H -1.7536 -2.3189 -0.3216
H -1.3838 -1.0752 -1.6567
H -2.4935 -1.3375 1.4421
H -2.1164 0.3475 2.1489
H -4.6467 -0.8056 0.8846
H -4.4986 0.6546 1.8610
H -5.6630 2.0333 -0.9916
H -5.9752 1.5723 0.5877
H 2.5505 4.2564 -0.3831
*
```

Summary:
DFT total energy: -896.8790 Eh
E_LUMO: 0.0210 hartree
relative energy (zero: lowest compared OMol25 entry of this formula, charge and spin): 4.9023 eV
maximum force: 0.0913 Eh/bohr



# 3
The following is a DFT calculation (wB97M-V/def2-TZVPD) of a cluster of 2 separate species, H2IO in total in a non-equilibrium geometry.

Geometry as ORCA input:
```
! RIJCOSX wB97M-V def2-TZVPD def2/J DEFGRID3
* xyz -1 1
O 0.0271 -0.7272 -1.0352
H 0.7126 -0.4006 -0.4093
H -0.5851 -1.2585 -0.4775
I -0.1546 2.3863 1.9220
*
```

Summary:
DFT total energy: -374.2215 Eh
E_LUMO: 0.1441 hartree
relative energy (zero: lowest compared OMol25 entry of this formula, charge and spin): 0.3069 eV
maximum force: 0.0225 Eh/bohr



# 4
The following is a DFT calculation (wB97M-V/def2-TZVPD) of a structure of composition C46H47BaN7O6PS3 in a non-equilibrium geometry.

Geometry as ORCA input:
```
! RIJCOSX wB97M-V def2-TZVPD def2/J DEFGRID3
* xyz -2 2
Ba 14.4095 -15.8327 -2.4533
O 18.8859 -21.5489 0.7180
C 17.7209 -21.2666 1.1156
O 16.9604 -21.9287 1.8698
C 17.1974 -19.9955 0.5007
C 17.9627 -19.3159 -0.4137
C 17.4632 -18.1264 -1.0043
N 16.3397 -17.4837 -0.5987
C 15.7126 -18.0380 0.4673
C 16.0505 -19.2949 0.9951
C 14.5967 -17.3627 1.0830
C 14.3964 -17.5615 2.4740
C 13.2526 -17.1050 3.0703
C 12.2935 -16.4192 2.3015
C 12.5409 -16.2888 0.9237
N 13.7374 -16.6039 0.3863
C 18.1564 -17.6334 -2.1554
C 19.3162 -18.2736 -2.6567
C 20.0372 -17.6822 -3.6404
C 19.6372 -16.4776 -4.1615
C 18.4276 -15.9586 -3.6831
N 17.6301 -16.5727 -2.8171
H 18.9665 -19.6765 -0.6382
H 15.4705 -19.7360 1.8212
H 15.2481 -18.0438 2.9264
H 13.1044 -17.2308 4.1258
H 11.3117 -16.1171 2.7165
H 11.8270 -15.8470 0.2438
H 19.6589 -19.1806 -2.1733
H 20.8663 -18.2428 -4.1038
H 20.2349 -15.9904 -4.9125
H 18.0555 -15.0183 -4.0241
C 16.6811 -10.2347 -8.6562
C 15.8816 -11.2658 -7.9281
C 14.5798 -11.6754 -8.3511
C 14.0119 -12.7775 -7.7434
C 14.6307 -13.3235 -6.6143
C 15.8462 -12.8894 -6.1381
C 16.4166 -11.7946 -6.7513
S 13.8244 -14.5595 -5.6373
O 12.6095 -14.9948 -6.2756
O 13.7475 -14.0314 -4.3020
N 14.9305 -15.7899 -5.4102
C 15.1534 -16.5370 -6.4788
C 15.3177 -16.1451 -7.8424
C 14.8733 -17.0111 -8.8445
C 14.6906 -18.3577 -8.6158
C 14.8003 -18.8696 -7.3228
C 14.8017 -20.2392 -7.0768
C 15.3471 -20.7260 -5.8621
C 15.7149 -19.7819 -4.8737
N 15.4971 -18.4645 -5.0322
C 15.0994 -17.9850 -6.2214
H 16.0874 -9.7651 -9.4535
H 17.5952 -10.6809 -9.0591
H 17.0858 -9.5110 -7.9270
H 14.1257 -11.0979 -9.1655
H 13.0053 -13.1312 -8.0176
H 16.3017 -13.3015 -5.2274
H 17.3040 -11.2694 -6.3749
H 15.6401 -15.1226 -8.1218
H 14.6851 -16.6079 -9.8327
H 14.6323 -19.0805 -9.4381
H 14.4309 -20.8559 -7.8492
H 15.5799 -21.7301 -5.6703
H 16.1051 -20.1473 -3.9486
C 11.7524 -22.4086 2.4085
C 11.9544 -21.0158 1.7353
O 11.0361 -20.8703 0.6229
P 11.4245 -21.2936 -0.8855
S 13.5645 -18.9979 -2.1040
S 11.7823 -19.1676 -1.2504
O 12.8520 -22.0420 -0.5735
C 13.6745 -22.5929 -1.6685
C 14.9497 -23.1489 -0.9970
H 12.0200 -22.3455 3.4898
H 12.3084 -23.1780 1.8094
H 10.6860 -22.6570 2.3888
H 13.0086 -20.8289 1.4371
H 11.6858 -20.2084 2.4523
H 13.9225 -21.8418 -2.4063
H 13.0652 -23.3917 -2.0923
H 15.4988 -22.3153 -0.5046
H 15.6103 -23.5767 -1.7346
H 14.6090 -23.8570 -0.2241
C 8.5210 -14.7414 -1.9851
C 9.3617 -13.5502 -1.5517
C 9.2309 -12.4107 -2.5202
C 9.1213 -13.0918 -0.1260
C 10.7893 -14.0131 -1.5832
N 11.7675 -14.5943 -1.8330
H 7.4389 -14.5221 -2.0534
H 8.6010 -15.5735 -1.3032
H 8.8916 -15.0626 -2.9632
H 8.1839 -12.0959 -2.5689
H 9.4693 -12.7159 -3.5409
H 9.8127 -11.5265 -2.2156
H 8.0503 -12.8339 -0.0215
H 9.6964 -12.1889 0.1415
H 9.3019 -13.8606 0.6483
C 16.1939 -10.7005 -0.5017
C 15.0638 -10.6713 -1.3553
C 14.6963 -11.8676 -1.9788
N 15.3155 -13.0602 -1.6967
C 16.3086 -13.0516 -0.7992
C 16.7314 -11.9201 -0.1159
H 16.5579 -9.7461 -0.0607
H 14.4613 -9.7622 -1.4666
H 13.9010 -12.0038 -2.7060
H 16.8464 -13.9797 -0.5661
H 17.5255 -12.0392 0.6014
*
```

Summary:
DFT total energy: -4177.3318 Eh
E_LUMO (alpha / beta): 0.1294 / 0.1279 hartree
relative energy (zero: lowest compared OMol25 entry of this formula, charge and spin): 0.0000 eV
maximum force: 0.0696 Eh/bohr



# 5
The following is a DFT calculation (wB97M-V/def2-TZVPD) of a structure of composition C6H17N3 in a non-equilibrium geometry.

Geometry as ORCA input:
```
! RIJCOSX wB97M-V def2-TZVPD def2/J DEFGRID3
* xyz 0 1
C -0.6766 -0.4834 0.1676
C -0.0205 1.8829 -0.1715
C -2.1317 1.0791 1.3839
C 1.8102 -0.5887 -1.5820
C 2.2518 -0.5393 0.7835
C -1.4348 -0.6834 -1.1255
N -0.3662 0.7473 0.6614
N 1.2685 -0.7661 -0.2553
N -0.9027 -1.4915 1.0918
H -0.3116 -1.4948 1.9107
H -1.2702 -2.3719 0.7622
H 1.8078 -0.6589 1.7756
H 1.0337 2.1090 0.0009
H -0.6060 2.7659 0.0917
H -0.1392 1.7098 -1.2448
H -2.4782 0.2953 2.0495
H -2.7904 1.2745 0.5423
H -1.8692 1.9494 1.9767
H 2.0124 0.4660 -1.8374
H 2.7666 -1.1225 -1.7082
H 1.1464 -1.0175 -2.3386
H 3.0748 -1.2677 0.7005
H 2.6925 0.4703 0.7394
H -1.4316 0.1884 -1.7767
H -2.4746 -0.9507 -0.9253
H -0.9609 -1.5017 -1.6724
*
```

Summary:
DFT total energy: -402.9099 Eh
E_LUMO (alpha / beta): 0.0329 / 0.0329 hartree
relative energy (zero: lowest compared OMol25 entry of this formula, charge and spin): 4.4686 eV
maximum force: 0.1184 Eh/bohr



# 6
The following is a DFT calculation (wB97M-V/def2-TZVPD) of a structure of composition C2H5NO2 in a non-equilibrium geometry.

Geometry as ORCA input:
```
! RIJCOSX wB97M-V def2-TZVPD def2/J DEFGRID3
* xyz 0 1
C -0.7148 -0.8882 1.2679
C -0.1822 0.9472 -0.7703
N 0.1322 -0.3939 -0.3110
O -1.3797 -0.0380 1.7184
O 1.5570 -0.3781 -0.0847
H -0.3371 -1.9432 1.3862
H -0.2981 1.6311 0.1243
H 0.6117 1.3295 -1.5493
H -1.2601 0.8611 -1.1418
H 1.8711 -1.1276 -0.6396
*
```

Summary:
DFT total energy: -284.3012 Eh
E_LUMO: 0.0247 hartree
relative energy (zero: lowest compared OMol25 entry of this formula, charge and spin): 4.5222 eV
maximum force: 0.1079 Eh/bohr



# 7
The following is a DFT calculation (wB97M-V/def2-TZVPD) of a cluster of 2 separate species, C4H13N2O in total in a non-equilibrium geometry.

Geometry as ORCA input:
```
! RIJCOSX wB97M-V def2-TZVPD def2/J DEFGRID3
* xyz 1 1
C 2.2061 -0.4157 0.9359
C 2.0911 0.5504 -0.2290
C 0.7159 0.3072 -0.9993
N -0.4233 0.6930 -0.2546
C -1.6079 0.7238 -0.8850
N -2.7593 1.1313 -0.3234
H 1.3381 -0.5279 1.5915
H 2.2967 -1.5224 0.5965
H 3.0979 -0.1595 1.5721
H 1.9357 1.5164 0.0884
H 2.9782 0.4638 -0.8536
H 0.6446 0.8132 -2.0045
H 0.6204 -0.7957 -1.3486
H -0.4566 0.4108 0.7257
H -1.6757 0.2246 -1.8851
H -3.6911 1.2128 -0.7875
H -2.6125 1.6463 0.5256
H -2.1711 -2.3560 0.8036
H -0.9428 -2.2021 1.6188
O -1.5843 -1.7143 1.1124
*
```

Summary:
DFT total energy: -344.6994 Eh
E_LUMO: -0.1481 hartree
relative energy (zero: lowest compared OMol25 entry of this formula, charge and spin): 1.8344 eV
maximum force: 0.0887 Eh/bohr



# 8
The following is a DFT calculation (wB97M-V/def2-TZVPD) of a structure of composition C45H62BrN9O2PrS4Si in a non-equilibrium geometry.

Geometry as ORCA input:
```
! RIJCOSX wB97M-V def2-TZVPD def2/J DEFGRID3
* xyz -1 3
Pr 0.4630 -0.1410 -0.5420
N 0.0640 -4.4516 -0.1537
C -0.8479 -5.3367 -0.8737
C -2.3004 -4.8604 -0.7194
C -2.8097 -3.9341 -1.8332
C -1.8906 -2.7347 -2.1141
N -1.4255 -2.0754 -0.8968
H 1.0276 -4.7009 -0.3437
H -0.0717 -4.5525 0.8480
H -0.7639 -6.3764 -0.5163
H -0.5634 -5.3264 -1.9295
H -2.4040 -4.3581 0.2458
H -2.9571 -5.7305 -0.6931
H -3.7941 -3.5638 -1.5350
H -2.9371 -4.4984 -2.7606
H -2.4370 -2.0120 -2.7309
H -1.0116 -3.0664 -2.6736
H -0.9050 -2.7885 -0.3740
H -2.2509 -1.8463 -0.3378
O -1.1422 -0.5100 1.4548
H -1.0441 0.4675 1.5418
H -2.0797 -0.6744 1.6882
O 1.3062 0.3502 2.3836
H 2.2449 0.5794 2.3847
H 1.2419 -0.5327 2.7652
Br -2.0828 1.0110 -1.7060
S 3.1682 4.0982 -1.8961
C 2.3134 2.8329 -1.4577
N 1.6404 1.9155 -1.1531
S -9.0192 1.3969 3.8071
C -7.5532 1.0000 3.1584
S -7.0059 -0.6584 3.1591
C -5.4446 -0.1046 2.4036
N -5.4589 1.1644 2.2072
N -6.6005 1.7919 2.6018
C -6.6340 3.1745 2.3637
C -7.7441 3.9739 2.6310
C -7.7021 5.3289 2.3634
C -6.5668 5.9096 1.8286
C -5.4624 5.1171 1.5588
C -5.4874 3.7628 1.8203
S -4.2154 -1.1617 2.0792
H -8.6368 3.5433 3.0512
H -8.5736 5.9308 2.5821
H -6.5445 6.9692 1.6204
H -4.5702 5.5575 1.1382
H -4.6330 3.1395 1.6063
C 5.2777 1.3325 3.0345
C 4.8203 1.6814 1.7748
C 4.1448 0.7542 1.0019
C 3.9097 -0.5461 1.4528
C 4.3871 -0.8729 2.7210
C 5.0583 0.0500 3.5052
Si 2.7886 -1.7225 0.3614
C 2.7693 -3.2208 1.6090
C 1.6718 -3.4696 2.4275
C 1.6725 -4.5077 3.3453
C 2.7856 -5.3208 3.4721
C 3.8897 -5.0926 2.6669
C 3.8738 -4.0582 1.7493
C 4.1312 -2.4026 -0.8528
C 3.9645 -3.6542 -1.4405
C 4.8918 -4.1713 -2.3243
C 6.0224 -3.4390 -2.6450
C 6.2024 -2.1873 -2.0845
C 5.2634 -1.6765 -1.2067
H 5.8049 2.0551 3.6407
H 4.9801 2.6824 1.4022
H 3.7771 1.0470 0.0263
H 4.2355 -1.8723 3.1038
H 5.4151 -0.2313 4.4861
H 0.7925 -2.8380 2.3441
H 0.8072 -4.6843 3.9706
H 2.7956 -6.1248 4.1958
H 4.7687 -5.7172 2.7640
H 4.7459 -3.8850 1.1335
H 3.0937 -4.2463 -1.1838
H 4.7412 -5.1489 -2.7638
H 6.7581 -3.8394 -3.3289
H 7.0834 -1.6086 -2.3266
H 5.4245 -0.6982 -0.7754
C -1.3375 1.9011 3.5909
N -0.6800 3.0790 3.0640
C 0.4888 3.4485 3.8340
C -0.5667 3.1809 1.6798
N -0.5940 2.1465 0.9225
N -0.4706 4.4616 1.2151
C -0.2833 4.7052 -0.1988
C -0.8872 5.6007 1.9914
H -1.6469 2.1216 4.6138
H -0.6827 1.0253 3.5980
H -2.2237 1.6952 2.9961
H 1.1330 2.5767 3.9968
H 0.1704 3.8397 4.8026
H 1.0672 4.2052 3.3106
H -0.6815 2.4103 -0.0572
H -1.1809 4.4610 -0.7784
H 0.5556 4.1164 -0.5675
H -0.0522 5.7576 -0.3468
H -1.2288 5.2729 2.9689
H -1.7128 6.1113 1.4864
H -0.0572 6.3044 2.1068
C -1.3879 2.7654 -4.8098
N -0.8334 1.4517 -4.4942
C -1.3173 0.4221 -5.4125
C 0.6487 1.4863 -4.3557
C 1.2244 0.0910 -4.2517
C 1.9253 -0.3702 -5.3631
C 2.4389 -1.6499 -5.3887
C 2.2112 -2.4656 -4.2955
C 1.5062 -1.9902 -3.2031
C 0.9769 -0.6810 -3.0893
H -2.4611 2.7573 -4.6347
H -1.1871 3.0225 -5.8489
H -0.9380 3.5114 -4.1610
H -1.2022 1.1883 -3.5211
H -0.9077 0.5668 -6.4123
H -1.0078 -0.5485 -5.0295
H -2.4032 0.4607 -5.4563
H 0.8651 2.0592 -3.4501
H 1.0576 2.0140 -5.2204
H 2.0791 0.2813 -6.2166
H 3.0011 -2.0068 -6.2412
H 2.5897 -3.4780 -4.2929
H 1.3454 -2.6941 -2.3876
*
```

Summary:
DFT total energy: -7368.6936 Eh
E_LUMO: 0.0730 hartree
maximum force: 0.0423 Eh/bohr